C46H53BInO2S as an isolated structure. Source: the OMol25 dataset; level of theory: ωB97M-V/def2-TZVPD.

Each line ends with the Löwdin charge.
Geometry (Å):
C -3.06073 9.04048 6.72796  -0.10
B -3.37045 8.09085 5.49676  -0.60
O -4.70453 7.82478 5.27527  0.03
In -1.68576 7.29446 4.16570  0.40
S -2.31991 5.19237 2.92539  0.20
C -1.15390 8.85285 2.63781  -0.25
C -0.92794 8.08839 1.37407  -0.49
C 0.38818 7.28521 1.26908  -0.13
O 0.11095 8.49497 0.54747  -0.08
H -3.97693 9.58055 6.99089  0.05
H -2.35556 9.80603 6.39739  0.04
H -2.66298 8.50697 7.58617  0.05
H -4.77710 7.03160 4.74204  0.05
H -0.22542 6.96508 5.13136  -0.10
H -1.80538 4.12082 3.54089  -0.27
H -0.21846 9.37400 2.82677  0.05
H -1.99701 9.51901 2.45085  0.03
H -1.80391 7.64621 0.91478  0.12
H 0.76122 7.44069 2.26872  0.08
H -0.01544 6.37017 0.86001  0.09
C -3.64034 1.33791 1.29440  -0.08
C -2.53589 2.13731 1.03424  -0.09
C -1.55849 1.69962 0.14919  -0.09
C -1.68910 0.46948 -0.47929  -0.11
C -2.79429 -0.32882 -0.21833  -0.15
C -3.76880 0.10288 0.67126  -0.11
H -4.39945 1.67864 1.98690  0.10
H -2.43200 3.10133 1.52149  0.00
H -0.69372 2.32044 -0.04886  0.10
H -0.92791 0.13005 -1.17211  0.10
H -2.89484 -1.29078 -0.70798  0.09
H -4.62797 -0.52343 0.87937  0.10
C -1.25825 -1.43220 -5.10798  -0.10
C -2.11131 -1.44768 -4.01655  -0.09
C -3.17614 -0.56162 -3.95583  -0.09
C -3.39632 0.33461 -4.99277  -0.09
C -2.54457 0.34527 -6.09081  -0.09
C -1.47253 -0.53571 -6.14352  -0.10
H -0.42616 -2.12177 -5.15423  0.08
H -1.94521 -2.15147 -3.20974  0.10
H -3.83481 -0.57155 -3.09725  0.09
H -4.22932 1.02372 -4.94500  0.10
H -2.71476 1.04161 -6.90202  0.10
H -0.80346 -0.52699 -6.99487  0.09
C -0.57647 -3.35260 4.13508  -0.11
C 0.77583 -3.49055 3.84955  -0.11
C 1.33494 -2.79454 2.78741  -0.10
C 0.54295 -1.95482 2.01545  -0.10
C -0.80739 -1.81436 2.30223  -0.07
C -1.36825 -2.51587 3.36055  -0.08
H -1.01355 -3.89854 4.96232  0.10
H 1.39372 -4.14203 4.45508  0.10
H 2.38832 -2.90554 2.56113  0.10
H 0.97870 -1.40673 1.18883  0.10
H -1.41889 -1.15732 1.69916  0.07
H -2.42289 -2.40946 3.58075  0.10
C 1.35333 3.37014 2.31558  -0.08
C 1.25020 2.00324 2.54008  -0.09
C 2.39586 1.23932 2.71865  -0.10
C 3.64500 1.84381 2.67979  -0.11
C 3.74746 3.21054 2.45821  -0.10
C 2.60225 3.97309 2.27275  -0.08
H 0.45936 3.96632 2.17525  0.07
H 0.27466 1.53305 2.57673  0.09
H 2.31384 0.17285 2.88990  0.08
H 4.53908 1.24931 2.82348  0.09
H 4.72175 3.68249 2.43025  0.10
H 2.67975 5.03823 2.09595  0.10
C 4.18049 -1.21871 -7.33914  -0.09
C 3.32893 -1.22275 -6.24320  -0.09
C 2.25536 -0.34455 -6.19592  -0.10
C 2.02852 0.53454 -7.24485  -0.10
C 2.87879 0.53677 -8.34163  -0.10
C 3.95620 -0.33751 -8.38764  -0.10
H 5.01980 -1.90154 -7.37549  0.10
H 3.50108 -1.90838 -5.42382  0.08
H 1.59426 -0.34580 -5.33790  0.09
H 1.18897 1.21688 -7.20659  0.10
H 2.70198 1.22116 -9.16139  0.10
H 4.62175 -0.33162 -9.24135  0.10
C 1.08896 -7.26380 2.67718  -0.09
C -0.07172 -6.97196 3.37914  -0.09
C -0.70914 -7.96509 4.10947  -0.09
C -0.18092 -9.24828 4.14474  -0.10
C 0.98182 -9.53907 3.44524  -0.10
C 1.61500 -8.54775 2.70843  -0.10
H 1.58330 -6.48801 2.10575  0.10
H -0.47816 -5.97014 3.35514  0.08
H -1.61794 -7.73851 4.65229  0.10
H -0.67576 -10.02195 4.71794  0.10
H 1.39476 -10.53938 3.47400  0.10
H 2.51952 -8.77582 2.15900  0.10
C 2.14467 -5.96871 -2.59512  -0.10
C 2.61984 -5.76065 -3.88254  -0.10
C 2.40657 -4.54286 -4.51337  -0.09
C 1.72454 -3.53125 -3.85249  -0.10
C 1.25201 -3.73818 -2.56365  -0.08
C 1.45878 -4.95800 -1.93590  -0.09
H 2.30876 -6.91963 -2.10459  0.10
H 3.15664 -6.54865 -4.39511  0.10
H 2.77183 -4.38154 -5.52011  0.10
H 1.56167 -2.58012 -4.34069  0.07
H 0.72140 -2.94722 -2.04813  0.10
H 1.08579 -5.12033 -0.93260  0.10

Total charge = -1
HOMO-LUMO gap = 0.2242 Ha
Max |F| = 3.60 eV/A

=====

C46H53CsFN9O3S3 as an isolated structure. Source: the OMol25 dataset; level of theory: ωB97M-V/def2-TZVPD.

Each line ends with the Löwdin charge.
Geometry (Å):
Cs -0.87165 0.49929 -1.10054  1.21
S -2.14455 -3.34313 2.63635  0.32
C -0.71881 -4.11060 2.09905  -1.30
S 0.00465 -3.59207 0.62193  0.45
C -0.11806 -5.16347 2.82923  -0.45
C 1.06473 -5.79896 2.38651  -0.34
N 2.03396 -6.35451 2.07588  0.07
C -0.63011 -5.67321 4.04091  -0.33
N -0.99094 -6.15273 5.03273  0.07
C 3.23335 3.69768 -7.03827  -0.03
C 2.55974 2.35486 -7.33446  -0.33
C 3.41856 1.44694 -8.20859  -0.14
C 4.68200 1.01621 -7.47258  -0.14
C 4.33896 0.47751 -6.10668  -0.14
C 5.22104 -0.36256 -5.45299  0.04
C 4.89985 -0.87031 -4.20362  -0.26
F 5.80324 -1.66542 -3.59017  0.05
C 3.71003 -0.58671 -3.59237  0.06
C 2.79518 0.25058 -4.24022  -0.04
C 1.51308 0.53863 -3.56885  -0.34
O 1.17150 -0.07561 -2.55611  -0.22
C 0.71745 1.55524 -4.22273  -0.04
C 1.08417 2.02809 -5.42781  0.02
N 2.22413 1.66748 -6.09490  -0.01
C 3.12047 0.81193 -5.48949  -0.09
C -0.53030 2.17304 -3.55526  -0.79
O -1.54612 2.25627 -4.26020  -0.01
O -0.34989 2.56239 -2.38350  -0.33
H 3.51096 4.19401 -7.96995  0.08
H 4.12676 3.54850 -6.43119  0.08
H 2.55481 4.34425 -6.48212  0.08
H 1.62002 2.54937 -7.85687  0.14
H 3.67293 1.96090 -9.13683  0.11
H 2.82720 0.56259 -8.45829  0.13
H 5.37234 1.86135 -7.38895  0.11
H 5.19806 0.24283 -8.04435  0.12
H 6.16862 -0.62878 -5.90447  0.13
H 3.45675 -0.97356 -2.61426  0.14
H 0.45532 2.75106 -5.93326  0.15
C 4.55355 1.77672 5.30782  -0.05
C 4.01195 0.34803 5.14940  -0.56
C 3.32289 -0.09297 6.44941  -0.04
C 5.20084 -0.58500 4.90441  -0.07
C 3.00344 0.31189 4.00774  -0.17
C 3.16241 -0.48571 2.88296  0.01
C 2.19073 -0.44596 1.88812  -0.10
N 1.11276 0.31143 1.94793  0.13
C 0.92473 1.06650 3.03108  -0.19
C 1.85410 1.09431 4.06801  0.03
C -0.34068 1.84203 3.05815  -0.19
C -0.68571 2.70014 4.10795  0.04
C -1.89429 3.37912 4.09014  -0.17
C -2.72781 3.15556 2.99490  -0.01
C -2.30975 2.28644 1.99954  -0.12
N -1.15096 1.65334 2.02128  0.10
C -2.33512 4.32855 5.19880  -0.56
C -1.30519 4.43831 6.32596  -0.07
C -2.54825 5.72923 4.60543  -0.05
C -3.65110 3.81368 5.80178  -0.05
H 5.28398 1.80937 6.11994  0.08
H 3.75486 2.48458 5.53244  0.07
H 5.04264 2.09756 4.38621  0.09
H 4.04307 -0.09713 7.27119  0.08
H 2.91812 -1.09920 6.33491  0.10
H 2.50171 0.57439 6.71245  0.08
H 5.87601 -0.53798 5.76110  0.08
H 5.75798 -0.28994 4.01362  0.08
H 4.87241 -1.61795 4.78615  0.09
H 4.01208 -1.14090 2.76221  0.10
H 2.28310 -1.07065 1.00570  0.10
H 1.67839 1.72110 4.93202  0.10
H -0.00541 2.83002 4.93587  0.09
H -3.68949 3.64402 2.90672  0.11
H -2.94038 2.07841 1.14332  0.07
H -0.35906 4.83654 5.95525  0.08
H -1.12480 3.46626 6.78740  0.09
H -1.68433 5.11579 7.09340  0.08
H -1.61784 6.09991 4.17189  0.09
H -2.87264 6.42205 5.38579  0.08
H -3.30189 5.71467 3.81848  0.08
H -3.51006 2.81216 6.21089  0.09
H -4.43618 3.76022 5.04816  0.08
H -3.98368 4.47760 6.60344  0.08
C -0.01923 -2.51049 -5.31260  -0.07
N 0.15794 -3.40108 -4.20225  -0.17
C 1.47005 -3.57014 -3.59831  -0.12
C 1.17521 -4.48161 -2.40070  -0.16
N -0.28291 -4.50601 -2.34687  -0.01
C -0.83365 -3.82756 -3.36953  -0.87
S -2.46420 -3.67674 -3.66889  0.54
H 0.48936 -1.55751 -5.12696  0.08
H -1.08411 -2.32903 -5.44344  0.04
H 0.39013 -2.95381 -6.22744  0.08
H 1.87499 -2.59738 -3.29740  0.09
H 2.15622 -4.03129 -4.31499  0.12
H 1.58835 -4.11439 -1.46259  0.06
H 1.53746 -5.49876 -2.57255  0.11
H -0.71068 -4.51048 -1.41593  0.03
N -3.98573 0.44314 -0.35022  0.12
C -4.93469 -0.18231 -0.14546  -0.27
N -6.00756 -0.91905 0.09418  -0.10
C -6.19368 -1.44845 1.45090  -0.15
C -7.54869 -2.14003 1.51400  -0.18
C -7.57855 -3.36810 0.58253  -0.19
C -6.61116 -3.18289 -0.59692  -0.17
C -6.56622 -1.71615 -1.00649  -0.14
H -6.14566 -0.61715 2.15515  0.12
H -5.39727 -2.15253 1.71585  0.12
H -8.31958 -1.42275 1.21987  0.11
H -7.75179 -2.43748 2.54307  0.11
H -8.59465 -3.51854 0.20822  0.10
H -7.30288 -4.26474 1.13986  0.11
H -6.91403 -3.79539 -1.44679  0.11
H -5.60416 -3.49239 -0.31178  0.13
H -7.57830 -1.35688 -1.22955  0.12
H -5.95685 -1.57798 -1.89803  0.13

Total charge = -2
Energy above the lowest of the compared OMol25 structures with the same formula, charge and spin = 1.221 eV
HOMO-LUMO gap = 0.1393 Ha
Max |F| = 3.67 eV/A

=====

> total charge of number 2 (C46H53CsFN9O3S3)?

-2